a) 21
Properties=species:S:1:pos:R:3 method="wB97M-V/def2-TZVPD" lumo_energy_ha=0.02347 homo_lumo_gap_ha=0.315 e_homo_ev=-7.943
C -0.420 1.028 1.079
C -0.612 0.004 0.002
C -1.780 -0.656 -0.179
C -2.404 -0.734 -1.551
C -2.610 -0.900 1.052
H -1.197 1.808 1.019
H 0.516 1.582 1.163
H -0.621 0.585 2.054
H 0.219 -0.155 -0.676
H -3.290 -0.098 -1.578
H -1.695 -0.339 -2.279
H -2.663 -1.768 -1.783
H -3.300 -0.058 1.193
H -3.298 -1.753 0.953
H -2.015 -1.208 1.915
O 5.369 0.631 -4.231
H 5.786 -0.227 -4.124
H 4.737 0.766 -3.520
O 2.852 0.718 3.023
H 2.766 0.334 3.896
H 3.658 0.440 2.572

b) 21
Properties=species:S:1:pos:R:3 method="wB97M-V/def2-TZVPD" lumo_energy_ha=0.02630 homo_lumo_gap_ha=0.407 e_homo_ev=-10.348
C -1.866 -0.096 -0.584
C -0.841 -0.316 0.534
C -0.120 -1.658 0.402
C 0.146 0.875 0.555
C 1.357 0.719 1.451
O 0.959 0.193 2.708
H -2.495 0.769 -0.384
H -2.520 -0.974 -0.605
H -1.371 -0.030 -1.541
H -1.345 -0.236 1.497
H 0.865 -1.530 -0.032
H -0.018 -2.189 1.344
H -0.672 -2.373 -0.223
H -0.414 1.739 0.936
H 0.524 1.150 -0.426
H 1.820 1.702 1.577
H 2.113 0.091 0.966
H 1.713 0.261 3.314
O 0.164 0.319 -4.326
H 0.953 0.864 -4.268
H -0.269 0.429 -3.472

It comes down to b), which is 133.1 kJ/mol more stable than the next structure.

a) 21
Properties=species:S:1:pos:R:3 method="wB97M-V/def2-TZVPD" lumo_energy_ha=0.01780 homo_lumo_gap_ha=0.343 e_homo_ev=-8.861
C 1.878 -1.806 -0.337
C 0.760 -1.144 -0.068
C -0.573 -1.820 -0.284
C 0.708 0.201 0.591
C 1.974 1.031 0.418
H 1.838 -2.882 -0.483
H 2.831 -1.340 -0.547
H -0.456 -2.687 -0.927
H -1.207 -1.077 -0.773
H -1.073 -1.969 0.677
H -0.207 0.711 0.302
H 0.559 0.035 1.662
H 2.309 1.011 -0.616
H 2.836 0.547 0.883
H 1.842 2.009 0.866
O -2.101 1.595 1.533
H -2.178 1.749 0.583
H -2.993 1.483 1.874
O -2.398 1.602 -1.456
H -1.508 1.733 -1.819
H -2.840 1.019 -2.080

b) 21
Properties=species:S:1:pos:R:3 method="wB97M-V/def2-TZVPD" lumo_energy_ha=0.03195 homo_lumo_gap_ha=0.405 e_homo_ev=-10.152
C -0.842 1.604 -0.475
C -0.399 0.170 -0.222
C 0.633 0.055 0.891
C 1.990 0.671 0.568
C 2.754 -0.099 -0.516
O 4.156 -0.132 -0.309
H -1.133 1.769 -1.511
H -0.135 2.362 -0.144
H -1.747 1.793 0.098
H -0.019 -0.334 -1.109
H -1.274 -0.413 0.050
H 0.731 -0.987 1.195
H 0.199 0.549 1.770
H 2.571 0.692 1.488
H 1.843 1.686 0.234
H 2.607 0.320 -1.512
H 2.355 -1.132 -0.588
H 4.338 -0.674 0.466
O -5.976 -2.935 -0.062
H -6.062 -2.441 -0.881
H -6.590 -2.525 0.571

It comes down to b), which is 36.2 kJ/mol more stable than the next structure.

a) 56
Properties=species:S:1:pos:R:3 method="wB97M-V/def2-TZVPD" lumo_energy_ha=0.02433 homo_lumo_gap_ha=0.325 e_homo_ev=-8.177
C -2.450 -3.737 1.195
O -3.565 -3.313 0.450
C -3.822 -1.978 0.369
C -4.926 -1.617 -0.407
C -5.265 -0.290 -0.549
C -4.514 0.697 0.071
C -3.420 0.350 0.847
C -2.583 1.396 1.528
N -1.172 1.280 1.189
C -0.384 2.310 1.836
C 1.104 2.048 1.618
N 1.369 1.998 0.196
C 2.781 1.993 -0.153
C 3.525 0.753 0.272
C 4.100 0.612 1.539
C 4.718 -0.558 1.938
C 4.803 -1.662 1.094
C 4.246 -1.527 -0.155
C 3.619 -0.347 -0.554
O 3.166 -0.488 -1.843
C 3.522 -1.795 -2.237
O 4.196 -2.438 -1.178
C 0.616 0.906 -0.388
C -0.881 1.185 -0.236
C -1.288 2.410 -1.079
C -1.555 2.024 -2.534
O -2.506 0.993 -2.671
C -3.078 -0.989 0.997
H -2.545 -3.466 2.251
H -2.428 -4.822 1.102
H -1.519 -3.321 0.796
H -5.494 -2.398 -0.887
H -6.119 -0.018 -1.151
H -4.791 1.737 -0.039
H -2.653 1.258 2.615
H -2.989 2.399 1.306
H -0.600 2.283 2.908
H -0.633 3.317 1.462
H 1.682 2.863 2.061
H 1.378 1.105 2.121
H 3.235 2.875 0.309
H 2.844 2.091 -1.240
H 4.062 1.451 2.218
H 5.149 -0.621 2.926
H 5.284 -2.577 1.395
H 2.613 -2.362 -2.495
H 4.181 -1.748 -3.119
H 0.873 0.823 -1.444
H 0.845 -0.055 0.105
H -1.432 0.318 -0.617
H -2.199 2.850 -0.667
H -0.495 3.158 -1.045
H -1.881 2.916 -3.092
H -0.646 1.642 -3.004
H -3.283 1.212 -2.142
H -2.216 -1.225 1.600

b) 56
Properties=species:S:1:pos:R:3 method="wB97M-V/def2-TZVPD" lumo_energy_ha=0.02393 homo_lumo_gap_ha=0.319 e_homo_ev=-8.031
C 4.836 -5.667 -0.876
O 3.792 -5.273 -1.737
C 3.168 -4.068 -1.601
C 2.186 -3.833 -2.558
C 1.445 -2.667 -2.576
C 1.682 -1.689 -1.626
C 0.911 -0.396 -1.603
N 0.377 -0.144 -0.274
C -0.596 -1.119 0.166
C -1.975 -1.074 -0.521
C -2.909 -0.036 0.061
O -3.971 -0.351 0.574
N -2.503 1.253 0.003
C -3.398 2.273 0.546
C -4.237 2.886 -0.585
O -4.876 1.894 -1.346
C -2.620 3.247 1.396
C -2.450 4.587 1.073
C -1.699 5.415 1.891
C -1.104 4.917 3.036
C -1.270 3.582 3.368
C -2.024 2.758 2.555
C -1.317 1.689 -0.702
C -0.016 1.222 -0.023
C 2.659 -1.911 -0.665
C 3.405 -3.080 -0.625
O 4.369 -3.315 0.327
C 4.599 -2.335 1.307
H 5.683 -4.980 -0.925
H 5.143 -6.649 -1.238
H 4.499 -5.751 0.159
H 2.019 -4.606 -3.291
H 0.689 -2.525 -3.333
H 1.593 0.429 -1.838
H 0.142 -0.423 -2.392
H -0.156 -2.105 -0.005
H -0.731 -0.991 1.245
H -1.857 -0.899 -1.592
H -2.467 -2.039 -0.392
H -4.088 1.719 1.200
H -3.613 3.437 -1.294
H -4.973 3.578 -0.146
H -5.209 1.208 -0.751
H -2.907 4.997 0.186
H -1.579 6.456 1.629
H -0.519 5.565 3.670
H -0.814 3.186 4.263
H -2.163 1.718 2.817
H -1.328 2.779 -0.715
H -1.344 1.340 -1.740
H 0.801 1.871 -0.350
H -0.130 1.345 1.059
H 2.812 -1.140 0.072
H 3.705 -2.147 1.909
H 5.384 -2.743 1.943
H 4.946 -1.395 0.865

It comes down to b), which is 46.5 kJ/mol more stable than the next structure.

a) 14
Properties=species:S:1:pos:R:3 method="wB97M-V/def2-TZVPD" lumo_energy_ha=0.01312 homo_lumo_gap_ha=0.349 e_homo_ev=-9.143
H 1.229 -3.077 -0.605
N 0.555 -2.405 -1.167
C 0.572 -1.303 -0.591
N 1.651 -0.832 0.201
C 1.128 0.256 0.657
N -0.210 0.473 0.444
C -0.482 1.922 0.066
N -0.581 -0.243 -0.702
S -2.118 -1.118 -0.430
H 1.784 1.166 0.987
H -0.377 2.284 1.277
H -1.588 1.987 -0.499
H 0.364 2.269 -0.704
H -1.928 -1.380 1.067

b) 14
Properties=species:S:1:pos:R:3 method="wB97M-V/def2-TZVPD" lumo_energy_ha=-0.00763 homo_lumo_gap_ha=0.304 e_homo_ev=-8.470
C 1.118 1.539 2.337
N 0.318 1.887 1.263
N 0.026 0.837 0.452
C -0.905 0.878 -0.340
N -1.153 -0.275 -1.104
C -0.441 -1.399 -1.497
N 0.710 -1.605 -0.856
S -1.164 -2.517 -2.505
H 1.533 0.402 2.318
H 1.567 2.192 3.159
H -1.497 1.778 -0.638
H -2.131 -0.125 -1.535
H 0.971 -1.100 -0.059
H 1.049 -2.491 -0.995

It comes down to b), which is 221.7 kJ/mol more stable than the next structure.

a) 13
Properties=species:S:1:pos:R:3 method="wB97M-V/def2-TZVPD" total_charge=-1 lumo_energy_ha=0.14308 homo_lumo_gap_ha=0.316 e_homo_ev=-4.692
N -0.600 1.541 -0.561
P -1.502 0.315 0.004
O -2.688 0.431 0.870
O -1.778 -0.759 -1.211
O -0.426 -0.779 0.953
C 0.809 -0.980 0.357
C 1.606 0.255 0.260
O 2.665 0.446 -0.335
H -0.654 2.218 0.198
H -1.157 -0.565 -1.868
H 0.909 -1.465 -0.575
H 1.468 -1.583 0.903
H 1.347 0.926 1.007

b) 13
Properties=species:S:1:pos:R:3 method="wB97M-V/def2-TZVPD" total_charge=-1 lumo_energy_ha="0.13008 / 0.07218" homo_lumo_gap_ha="0.329 / 0.147" e_homo_ev="-5.407 / -2.034"
C 0.044 -0.551 0.546
C 1.260 0.060 -0.295
N 2.402 -0.016 0.509
O -3.372 1.094 -0.082
O -2.691 -1.421 -0.318
O -1.047 0.346 0.528
O 0.928 1.316 -0.833
P -2.550 -0.090 0.317
H -0.266 -1.600 0.076
H 0.517 -0.581 1.514
H 1.511 -0.505 -1.184
H 3.272 0.481 0.069
H -0.008 1.467 -0.847

It comes down to a), which is 290.6 kJ/mol more stable than the next structure.

a) 16
Properties=species:S:1:pos:R:3 method="wB97M-V/def2-TZVPD" lumo_energy_ha=0.02245 homo_lumo_gap_ha=0.343 e_homo_ev=-8.712
O -2.255 0.671 0.799
C -0.984 0.982 0.261
C -0.228 -0.230 -0.234
S -1.257 -1.590 -0.982
C 1.153 -0.038 -0.733
O 1.481 1.264 -1.037
C 0.975 -0.531 0.692
O 1.407 -1.745 1.151
H -2.930 1.047 0.178
H -1.147 1.759 -0.496
H -0.301 1.484 1.013
H -2.244 -1.383 -0.093
H 1.553 -0.781 -1.442
H 2.408 1.332 -1.032
H 1.054 0.182 1.544
H 1.314 -2.422 0.411

b) 16
Properties=species:S:1:pos:R:3 method="wB97M-V/def2-TZVPD" lumo_energy_ha=0.02156 homo_lumo_gap_ha=0.348 e_homo_ev=-8.878
C 1.634 0.415 -1.333
S 0.145 -0.585 -1.583
C -0.616 -0.634 0.078
C 0.198 -1.370 1.151
O 1.442 -0.778 1.447
C -0.941 0.772 0.531
O -0.212 1.468 1.208
O -2.121 1.209 0.079
H 2.064 0.554 -2.318
H 1.360 1.409 -0.915
H 2.335 -0.119 -0.722
H -1.553 -1.167 -0.073
H 0.397 -2.412 0.785
H -0.441 -1.467 2.056
H 1.228 0.136 1.683
H -2.237 2.143 0.396

It comes down to b), which is 232.3 kJ/mol more stable than the next structure.

a) 10
Properties=species:S:1:pos:R:3 method="wB97M-V/def2-TZVPD" lumo_energy_ha=-0.05914 homo_lumo_gap_ha=0.289 e_homo_ev=-9.468
C -1.525 -1.532 0.453
C 1.788 0.354 -0.420
C 0.972 -0.649 -0.575
N -2.677 -1.549 0.294
Si 0.291 -1.474 1.003
H 2.209 0.846 -1.300
H 1.926 0.908 0.646
H 0.665 -1.003 -1.533
H -1.560 1.845 0.519
H -2.089 2.256 0.913

b) 10
Properties=species:S:1:pos:R:3 method="wB97M-V/def2-TZVPD" lumo_energy_ha="-0.05256 / -0.05256" homo_lumo_gap_ha="0.267 / 0.267" e_homo_ev="-8.682 / -8.683"
C 3.307 -0.798 -0.466
C -0.949 -1.091 -0.447
C -0.252 -0.102 0.040
N 2.272 -0.679 -0.012
Si -0.795 1.582 0.496
H -0.785 -2.103 -0.648
H -2.006 -0.866 -0.724
H 1.305 -0.572 0.235
H -1.702 1.862 1.622
H -0.395 2.767 -0.096

It comes down to a), which is 217.2 kJ/mol more stable than the next structure.

a) 86
Properties=species:S:1:pos:R:3 method="wB97M-V/def2-TZVPD" total_charge=+2 lumo_energy_ha=-0.21428 homo_lumo_gap_ha=0.268 e_homo_ev=-13.129
Hf 0.894 -0.120 0.378
O 1.378 -0.853 2.179
C 2.151 -1.843 2.694
C 2.542 -1.809 4.020
C 3.166 -2.889 4.685
C 3.505 -4.021 3.905
C 3.216 -4.063 2.551
C 2.618 -2.941 1.917
C 2.319 -3.037 0.490
N 1.719 -2.101 -0.239
C 1.731 -2.168 -1.763
C 0.423 -2.670 -2.348
N 2.043 0.377 -4.022
C 2.247 1.524 -3.510
C 1.203 2.521 -3.045
C 0.902 3.703 -3.734
C 0.087 4.625 -3.212
C -0.611 4.299 -2.084
C -0.475 3.111 -1.387
C 0.473 2.205 -1.899
O 0.770 1.109 -1.191
H 2.207 -0.876 4.644
H 3.414 -2.754 5.772
H 3.898 -4.877 4.398
H 3.411 -4.928 1.933
H 2.727 -3.931 -0.003
H 2.483 -2.840 -2.127
H 2.083 -1.110 -2.047
H 0.179 -3.622 -1.877
H 0.636 -2.851 -3.443
H 3.277 1.735 -3.214
H 1.586 3.843 -4.573
H -0.049 5.550 -3.683
H -1.335 5.036 -1.598
H -1.142 2.731 -0.597
S -2.337 1.993 5.509
C -3.489 1.769 6.771
C -4.599 1.142 6.336
C -4.577 0.834 4.950
C -3.410 1.225 4.358
C -3.001 1.036 2.959
C -1.734 0.509 2.614
N -1.291 0.195 1.351
C -2.186 0.381 0.339
C -3.393 1.031 0.580
C -4.278 1.296 -0.513
C -4.072 0.802 -1.777
C -3.004 -0.128 -1.932
C -2.790 -0.889 -3.089
C -1.696 -1.726 -3.239
C -0.731 -1.744 -2.213
N -0.916 -1.000 -1.097
C -1.991 -0.247 -0.959
C -1.594 -2.560 -4.488
C -1.774 -3.861 -4.711
C -1.794 -4.220 -6.033
C -1.589 -3.160 -6.854
S -1.306 -1.742 -5.969
C -3.793 1.293 1.895
H -3.306 2.287 7.762
H -5.402 0.909 6.978
H -5.443 0.393 4.482
H -1.093 0.183 3.419
H -5.194 1.793 -0.213
H -4.811 1.015 -2.583
H -3.434 -0.902 -3.956
H 1.129 0.083 -4.332
H -2.030 -4.576 -3.973
H -1.940 -5.252 -6.346
H -1.158 -3.217 -7.874
H -4.808 1.707 2.128
N 1.148 2.152 1.282
C 2.164 2.555 2.404
C 3.542 2.401 1.859
C 3.929 0.973 1.484
N 3.150 0.490 0.272
H 1.463 2.624 0.410
H 0.294 2.679 1.506
H 2.000 1.822 3.213
H 2.041 3.603 2.743
H 4.288 2.737 2.656
H 3.716 3.077 1.000
H 3.646 0.334 2.293
H 4.981 0.738 1.201
H 3.730 -0.138 -0.167
H 3.064 1.233 -0.408

b) 86
Properties=species:S:1:pos:R:3 method="wB97M-V/def2-TZVPD" total_charge=+2 lumo_energy_ha=-0.21617 homo_lumo_gap_ha=0.243 e_homo_ev=-12.483
Hf -0.612 0.579 0.490
O 0.915 1.470 1.642
C 1.099 2.653 2.283
C 1.820 2.684 3.467
C 1.910 3.803 4.294
C 1.352 4.997 3.831
C 0.655 5.033 2.647
C 0.437 3.847 1.912
C -0.343 3.869 0.708
N -0.914 2.904 0.122
C -1.757 3.211 -1.052
C -1.414 2.251 -2.198
N -1.519 0.956 -1.599
C -2.244 0.085 -2.255
C -2.714 -1.165 -1.718
C -3.207 -2.088 -2.652
C -3.640 -3.345 -2.250
C -3.751 -3.556 -0.879
C -3.315 -2.642 0.057
C -2.737 -1.416 -0.309
O -2.293 -0.561 0.654
H 2.202 1.722 3.650
H 2.451 3.863 5.252
H 1.261 5.732 4.564
H 0.289 5.989 2.300
H -0.575 4.845 0.339
H -1.700 4.233 -1.318
H -2.820 3.101 -0.846
H -0.425 2.528 -2.508
H -2.259 2.537 -2.863
H -2.513 0.424 -3.275
H -3.231 -1.862 -3.745
H -4.000 -3.999 -3.027
H -4.360 -4.397 -0.544
H -3.312 -2.835 1.149
S -0.664 -5.324 1.507
C -1.077 -6.976 1.412
C -1.155 -7.479 0.169
C -0.836 -6.441 -0.805
C -0.569 -5.221 -0.227
C -0.210 -3.915 -0.827
C -0.373 -2.727 -0.029
N 0.107 -1.559 -0.391
C 0.756 -1.434 -1.568
C 0.791 -2.483 -2.523
C 1.449 -2.262 -3.758
C 2.262 -1.217 -3.996
C 2.287 -0.148 -3.047
C 3.107 0.958 -3.169
C 3.059 1.986 -2.254
C 2.102 1.881 -1.212
N 1.290 0.789 -1.097
C 1.416 -0.245 -1.951
C 4.073 3.012 -2.164
C 4.288 3.947 -1.149
C 5.449 4.681 -1.325
C 6.128 4.409 -2.520
S 5.399 3.103 -3.320
C 0.322 -3.684 -2.087
H -1.243 -7.524 2.347
H -1.490 -8.483 -0.069
H -0.955 -6.542 -1.896
H -0.863 -2.608 0.932
H 1.307 -3.035 -4.432
H 2.771 -1.085 -4.968
H 3.828 0.904 -4.051
H 2.112 2.637 -0.443
H 3.647 3.936 -0.229
H 5.849 5.383 -0.629
H 6.958 4.888 -2.921
H 0.392 -4.437 -2.841
N -1.886 1.249 2.328
C -2.542 0.388 3.361
C -1.606 -0.429 4.191
C -0.814 -1.441 3.482
N 0.095 -0.921 2.441
H -1.366 2.087 2.697
H -2.667 1.708 1.912
H -3.230 -0.269 2.782
H -3.143 0.957 4.083
H -2.179 -0.872 4.996
H -0.885 0.289 4.759
H -1.498 -2.157 2.999
H -0.190 -1.988 4.214
H 0.773 -1.591 2.166
H 0.688 -0.147 2.795

It comes down to b), which is 112.6 kJ/mol more stable than the next structure.